{
  "formula": "C17H12INO2SSbSe4Tc",
  "method": "ωB97M-V/def2-TZVPD",
  "molar_mass_g_mol": 956.86,
  "total_energy_ha": -11482.4226,
  "orbital_gap_ev": [3.950, 3.950],
  "total_charge": 2,
  "symbols": ["Tc", "C", "C", "C", "C", "C", "C", "C", "C", "C", "S", "C", "N", "H", "H", "H", "H", "H", "H", "H", "H", "I", "C", "C", "C", "C", "C", "C", "C", "O", "O", "H", "H", "H", "H", "Se", "Sb", "Se", "Se", "Se"],
  "positions_angstrom": [[0.03088, -0.21780, 0.09311], [-2.50006, -1.61253, -1.08259], [-2.31324, -0.26769, -1.70899], [-3.26816, 0.29753, -2.55945], [-3.08235, 1.55945, -3.06017], [-1.92824, 2.29797, -2.71962], [-1.66574, 3.61343, -3.17667], [-0.51893, 4.26336, -2.81144], [0.41900, 3.63002, -1.97271], [0.17742, 2.35490, -1.51515], [1.31320, 1.45910, -0.53736], [-0.99583, 1.68348, -1.88482], [-1.19621, 0.41004, -1.40170], [-3.36917, -2.11932, -1.49396], [-2.66454, -1.50522, -0.00537], [-1.62579, -2.24804, -1.25321], [-4.15579, -0.27232, -2.79601], [-3.82440, 2.00187, -3.71591], [-2.39196, 4.09773, -3.81832], [-0.32508, 5.26661, -3.16473], [1.32754, 4.14591, -1.68444], [-2.35982, -0.78193, 8.56720], [-2.10907, -0.45119, 6.54408], [-3.08702, 0.24457, 5.83774], [-2.93274, 0.44753, 4.48151], [-1.79627, -0.04302, 3.83476], [-0.81105, -0.72629, 4.55069], [-0.96793, -0.93174, 5.90888], [-1.70094, 0.17457, 2.40595], [-2.48731, 0.66844, 1.66527], [-0.50283, -0.35810, 1.81214], [-3.96304, 0.62154, 6.34679], [-3.68147, 0.98391, 3.91404], [0.07524, -1.09404, 4.05234], [-0.21320, -1.46099, 6.47269], [0.99620, -5.49085, -3.54884], [2.35961, -5.36546, -1.45191], [1.44751, -1.76138, -0.88660], [2.68690, -3.82357, -3.41563], [0.62786, -3.74743, -0.15117]],
  "forces_ev_per_a": [[1.0000, 0.1549, -0.7865], [-0.0117, 0.0376, -0.0236], [0.1082, 0.0126, 0.0363], [-0.0343, -0.0288, 0.0124], [-0.0116, 0.0992, -0.0430], [-0.2059, 0.0828, -0.1726], [-0.0855, 0.0161, -0.0466], [0.0604, -0.0100, 0.0479], [-0.0142, 0.0260, -0.0084], [0.0847, 0.2344, -0.0628], [-0.5349, -0.6030, 0.4407], [0.0450, -0.2185, 0.0984], [-0.1254, -0.1016, 0.3810], [0.0023, -0.0052, -0.0275], [-0.0039, 0.0133, -0.0312], [-0.0384, 0.0158, -0.0017], [0.0185, 0.0159, -0.0010], [0.0310, -0.0111, 0.0354], [0.0317, -0.0209, 0.0034], [0.0056, -0.0139, 0.0194], [-0.0310, -0.0070, -0.0269], [-0.0111, -0.0098, 0.1438], [-0.0057, -0.0042, 0.0431], [-0.0402, 0.0378, -0.1045], [-0.0420, 0.0069, 0.0731], [0.2180, -0.0430, 0.0764], [0.0289, 0.0026, 0.1170], [0.0094, 0.0242, -0.1793], [0.2822, -0.2754, 0.1796], [-0.3346, 0.3509, -0.5322], [-0.1897, -0.0119, 0.1173], [0.0115, -0.0122, -0.0005], [-0.0020, -0.0154, 0.0153], [-0.0182, -0.0031, -0.0041], [-0.0006, -0.0021, -0.0055], [0.0017, 0.0134, 0.0753], [0.0148, 0.0127, -0.0426], [-0.0625, 0.3651, 0.0183], [-0.0214, 0.0125, 0.0316], [-0.1292, -0.1379, 0.1349]],
  "lowdin_charge": [0.93, -0.02, -0.26, 0.03, 0.07, -0.13, 0.03, -0.02, -0.03, -0.54, 0.78, -0.23, -0.06, 0.10, 0.09, 0.02, 0.14, 0.14, 0.14, 0.13, 0.13, 0.99, -0.73, -0.12, 0.01, -0.16, -0.01, -0.12, -0.45, 0.13, -0.29, 0.11, 0.13, 0.12, 0.10, 0.05, 0.53, 0.21, -0.01, 0.04]
}